Entry 1:
Here is a cluster of 5 separate species, C28H28ClF32NO6P in total from the OMol25 dataset. Energies are from wB97M-V/def2-TZVPD.

Each line ends with the Löwdin charge.
Geometry (Å):
C  -3.924  -3.028  4.858  -0.06
C  -4.615  -3.212  6.189  -0.24
O  -4.497  -2.086  7.052  -0.12
C  -3.308  -2.013  7.778  -0.14
C  -2.334  -1.116  7.053  -0.15
C  -2.735  0.149  6.597  0.06
C  -1.838  0.930  5.899  -0.02
C  -0.547  0.470  5.636  -0.34
P  0.585  1.603  4.691  0.63
O  -0.182  1.484  3.271  -0.37
Cl  2.155  0.308  4.425  0.32
C  -0.196  -0.790  6.115  -0.05
N  -1.089  -1.532  6.805  0.15
H  -4.146  -3.881  4.229  0.09
H  -2.841  -2.977  4.960  0.07
H  -4.243  -2.116  4.366  0.07
H  -4.278  -4.118  6.689  0.12
H  -5.677  -3.335  6.015  0.13
H  -2.860  -2.999  7.929  0.13
H  -3.522  -1.592  8.755  0.15
H  -3.742  0.464  6.796  0.14
H  -2.164  1.898  5.550  0.11
H  0.263  0.793  2.753  0.01
H  0.777  -1.226  5.975  0.09
H  -0.815  -2.447  7.137  0.18
C  -0.330  0.182  -1.382  -0.04
C  0.643  0.722  -0.325  -0.41
C  0.520  2.188  0.091  -0.30
F  0.760  3.019  -0.937  0.11
F  1.450  2.431  1.051  0.08
F  1.910  0.444  -0.677  0.15
F  0.379  0.014  0.831  0.07
O  0.147  0.081  -2.705  0.06
C  0.036  1.106  -3.608  -0.54
C  1.411  1.594  -4.062  -0.28
F  2.132  2.039  -3.013  0.10
F  1.262  2.615  -4.935  0.11
F  -0.730  2.113  -3.151  0.16
F  -0.573  0.603  -4.705  0.15
H  -0.500  -0.854  -1.090  0.15
H  -1.297  0.680  -1.334  0.14
H  -0.470  2.396  0.505  0.16
H  1.960  0.785  -4.550  0.16
C  -4.982  2.706  1.268  -0.04
C  -3.713  1.897  1.569  -0.43
C  -3.839  0.700  2.510  -0.29
F  -4.238  1.085  3.742  0.08
F  -2.620  0.122  2.654  0.08
F  -2.731  2.716  2.002  0.13
F  -3.300  1.363  0.379  0.10
O  -5.165  3.896  2.004  0.06
C  -5.794  3.902  3.222  -0.55
C  -4.859  4.387  4.335  -0.27
F  -3.767  3.588  4.419  0.08
F  -5.513  4.324  5.513  0.11
F  -6.336  2.706  3.521  0.15
F  -6.797  4.794  3.155  0.16
H  -4.858  3.047  0.241  0.15
H  -5.873  2.077  1.279  0.15
H  -4.542  -0.039  2.118  0.18
H  -4.540  5.412  4.142  0.18
C  1.149  0.000  -7.721  -0.04
C  1.035  -0.091  -9.252  -0.44
C  0.508  -1.392  -9.871  -0.31
F  1.312  -2.439  -9.611  0.10
F  0.451  -1.230  -11.212  0.10
F  2.208  0.255  -9.819  0.14
F  0.114  0.851  -9.604  0.10
O  2.440  -0.187  -7.135  0.04
C  2.869  -1.440  -6.762  -0.53
C  4.157  -1.862  -7.479  -0.29
F  3.976  -1.896  -8.808  0.11
F  4.494  -3.098  -7.053  0.11
F  1.907  -2.370  -6.846  0.16
F  3.181  -1.326  -5.441  0.11
H  0.912  1.038  -7.491  0.14
H  0.392  -0.596  -7.214  0.14
H  -0.498  -1.609  -9.501  0.17
H  4.961  -1.161  -7.244  0.18
C  5.011  -0.320  0.314  -0.05
C  4.574  -1.749  0.665  -0.44
C  5.647  -2.840  0.687  -0.31
F  6.195  -3.006  -0.531  0.10
F  5.065  -4.006  1.053  0.10
F  3.545  -2.125  -0.121  0.13
F  4.106  -1.687  1.950  0.08
O  4.798  0.124  -1.009  0.04
C  5.737  -0.041  -1.995  -0.54
C  5.211  -0.914  -3.135  -0.29
F  4.875  -2.138  -2.685  0.11
F  6.178  -1.052  -4.069  0.11
F  6.908  -0.496  -1.516  0.16
F  5.966  1.179  -2.526  0.15
H  4.355  0.316  0.907  0.14
H  6.027  -0.115  0.651  0.15
H  6.431  -2.596  1.409  0.17
H  4.335  -0.450  -3.588  0.15

For the total energy, the calculation gives -5587.04401 Ha. The value obtained for the HOMO energy is -12.8 eV. The calculation puts the orbital gap at 8.8 eV. The net charge is +1.

=====

Entry 2:
Here is the ion C5H4N4O2S2 with charge -2 from the OMol25 dataset. Energies are from wB97M-V/def2-TZVPD.

Each line ends with the Löwdin charge.
Geometry (Å):
C  1.475  1.360  -0.718  -0.27
C  0.427  -0.429  -1.327  -0.39
C  -0.166  0.011  -0.177  -0.24
C  -0.654  -2.457  -1.701  -0.37
C  0.476  1.903  1.428  -0.08
N  -1.010  -3.604  -1.552  -0.50
N  1.480  0.431  -1.689  0.07
N  0.269  -1.661  -1.932  0.09
N  0.520  1.174  0.162  -0.16
O  -0.293  -0.728  2.252  -0.56
O  -2.282  0.476  1.381  -0.58
S  -2.361  -4.612  -1.716  -0.01
S  -1.322  -0.636  1.214  0.65
H  1.976  2.336  -0.838  0.11
H  1.373  1.560  2.096  0.11
H  0.585  3.078  1.234  0.10
H  -0.493  1.798  1.882  0.03

For the total energy, the calculation gives -1358.75221 Ha. The value obtained for the HOMO energy is 0.1 eV. The calculation puts the orbital gap at 5.7 eV. The value obtained for the relative energy (zero: lowest compared OMol25 entry of this formula, charge and spin) is 0.0 kJ/mol. The net charge is -2.

=====

What is the formula in the first record?
C28H28ClF32NO6P

=====

Which value of orbital gap does entry 2 give?
5.7 eV